Record 1
47
Properties=species:S:1:pos:R:3:forces:R:3 method="wB97M-V/def2-TZVPD" mol_weight_g_mol=242.1 de_lowest_kcal_mol=153.06 multiplicity=1 charge=-1 e_homo_ev=-2.23
Li -3.958501 0.314084 -0.509464 -0.41 0.25 0.54
B -6.803466 0.853489 1.607968 0.22 0.08 0.11
H -6.608040 1.315568 2.563243 0.93 1.80 3.66
H -6.593925 1.532361 0.795903 1.42 2.95 -3.53
H -6.296077 -0.094896 1.522118 2.38 -4.07 -0.46
H -7.861057 0.682334 1.479759 -4.22 -0.92 -0.37
C 3.497248 2.201516 -0.681264 -0.15 -0.02 0.53
C 2.656906 0.899667 -0.615627 -0.02 -1.02 0.75
C 3.545973 -0.306171 -0.110310 -0.24 -0.35 -0.07
C 3.816284 -0.308315 1.359687 -0.99 0.76 0.40
C 2.464184 -0.282876 2.090238 0.22 1.08 0.91
C 1.497661 0.923212 1.731480 1.53 -0.03 -0.03
N 1.451182 0.913829 0.239818 -2.04 -0.43 0.11
O 0.255885 1.524483 -0.321112 1.40 -0.17 0.57
C 2.066326 2.254100 2.341095 -0.19 0.30 0.25
C 0.171141 0.615272 2.500310 -0.13 -0.63 -1.12
C 2.278061 0.441581 -2.036105 -0.38 0.57 0.20
H 3.840940 2.505022 0.307608 -0.04 -0.15 0.14
H 2.926678 3.054093 -1.049570 -0.16 -0.17 -0.25
H 4.404486 2.063564 -1.269457 -0.04 -0.03 -0.32
H 4.467790 -0.459619 -0.671397 0.09 0.38 -0.37
H 2.945119 -1.205595 -0.244966 -0.15 -0.07 -0.50
H 4.389793 0.582577 1.615589 0.02 0.21 0.28
H 4.378757 -1.143168 1.777671 0.17 -0.29 -0.50
H 2.795053 -0.263292 3.128632 -0.54 0.40 0.60
H 1.870297 -1.195138 2.033843 0.23 -0.22 -0.62
H 3.152828 2.330949 2.382560 0.13 -0.20 -0.42
H 1.779392 2.432156 3.377462 -0.25 -0.47 0.31
H 1.679450 3.149092 1.853836 -0.03 -0.19 -0.54
H -0.709805 1.222536 2.292334 0.47 0.55 -0.17
H 0.336349 0.579850 3.577138 0.30 0.26 0.01
H -0.172759 -0.386967 2.244667 0.09 -0.27 -0.21
H 3.191134 0.472460 -2.630620 0.00 -0.17 -0.23
H 1.508047 1.060793 -2.496287 0.13 0.25 0.17
H 1.862977 -0.565846 -2.006191 0.13 -0.07 0.03
C -3.875723 0.208936 -4.906120 1.38 1.30 -1.52
O -4.932443 0.031491 -4.050486 -1.31 -0.55 1.00
H -2.954555 -0.278452 -4.586744 -0.07 -0.19 0.06
H -4.064669 -0.001965 -5.958699 -0.27 -0.78 0.00
H -3.679789 1.277116 -4.999389 0.31 0.24 0.48
H -5.603327 -0.522119 -4.456737 0.04 -0.02 0.14
C -0.838804 -5.127632 0.245634 1.12 2.03 -0.94
O -1.620393 -3.929383 -0.096300 -0.27 -1.43 0.66
H -1.333754 -6.079271 0.051946 -0.33 0.48 0.07
H 0.032758 -5.001260 -0.396637 0.16 -0.89 -0.33
H -0.370005 -5.063339 1.227561 -0.72 -0.13 0.46
H -0.985607 -3.226825 -0.254620 0.07 0.04 0.07

***

Record 2
103
Properties=species:S:1:pos:R:3:forces:R:3 method="wB97M-V/def2-TZVPD" mol_weight_g_mol=873.4 multiplicity=1 smiles="CCCCO[C@]1(COC(F)(F)F)NC(=O)[C@](Cl)(Cc2ccccc2)[C@@]1(ON=O)c1ccccc1.CCOS(C)(=O)=O.CCOS(C)(=O)=O.CCOS(C)(=O)=O" charge=0 e_homo_ev=-8.71
C 7.998503 2.177545 -0.905342 -0.47 0.04 -0.28
C 7.528367 3.350696 -1.821641 0.06 -1.42 0.39
C 6.397205 2.823243 -2.783536 1.03 0.83 0.05
C 5.181376 3.784524 -2.844364 0.79 0.68 0.35
O 3.858790 3.275021 -2.671244 0.93 0.57 0.90
C 3.599533 2.335776 -1.667688 -1.70 -1.07 -1.86
C 4.279001 2.354296 -0.277702 0.11 -1.00 -0.21
O 5.047279 3.500176 0.083645 -0.87 -0.05 0.00
C 4.385243 4.559732 0.583248 0.99 1.28 0.70
F 3.402522 4.272094 1.439967 0.04 -0.21 -0.42
F 3.906030 5.391653 -0.364484 -0.22 -0.55 0.12
F 5.294819 5.294165 1.270489 -0.25 -0.37 -0.27
N 3.793382 1.005530 -2.331759 -0.18 -1.11 -1.56
C 2.598853 0.337837 -2.710847 -0.07 0.91 1.47
O 2.391672 -0.334941 -3.687159 0.38 0.29 0.71
C 1.648617 0.755498 -1.532756 -0.23 -1.13 -0.32
Cl 2.376154 -0.224803 -0.167857 0.23 0.61 0.43
C 0.149423 0.333969 -1.569738 0.24 0.08 -0.41
C -0.086651 -1.113330 -1.168064 -0.22 0.16 0.01
C -0.682886 -1.440134 0.041955 -0.02 0.84 0.39
C -0.871186 -2.745544 0.416680 -0.15 -1.19 0.69
C -0.471569 -3.799601 -0.396622 0.09 0.23 -0.30
C 0.091448 -3.481702 -1.621124 0.11 -0.54 0.04
C 0.274018 -2.160925 -1.989914 0.37 -0.14 -1.07
C 1.977369 2.289156 -1.588401 0.38 -1.08 0.19
O 1.666347 2.567695 -2.984246 -0.27 0.89 0.54
N 0.329535 2.944540 -3.152485 -0.70 0.40 0.11
O 0.217674 3.684504 -4.047949 0.10 -0.46 -0.13
C 1.287017 3.154037 -0.569043 -0.30 0.46 0.20
C 0.869396 2.654251 0.654254 -0.07 -0.70 0.42
C 0.214085 3.451659 1.579789 -0.32 -0.14 0.78
C -0.063071 4.779264 1.333556 0.16 0.24 -0.51
C 0.336553 5.291320 0.101842 -0.35 0.62 0.48
C 0.996597 4.500287 -0.800903 0.70 -0.21 -1.44
H 8.502705 2.523181 0.003657 0.13 -0.11 -0.31
H 7.136568 1.568517 -0.589791 0.20 0.29 0.08
H 8.629285 1.487662 -1.485062 0.06 0.25 0.32
H 7.181542 4.168333 -1.182655 0.09 -0.01 -0.35
H 8.419538 3.632218 -2.396115 -0.39 0.43 0.11
H 6.867571 2.807700 -3.778071 -0.43 -0.34 0.13
H 6.207710 1.787900 -2.486242 -0.41 0.25 -0.17
H 5.353982 4.586209 -2.111171 -0.13 -0.31 -0.14
H 5.200025 4.301221 -3.813183 -0.44 -0.37 0.14
H 4.974319 1.507075 -0.263405 0.02 0.41 -0.08
H 3.524344 2.078660 0.470459 0.22 0.55 -0.05
H 4.334143 1.028966 -3.192654 0.50 0.42 0.41
H -0.419309 1.008550 -0.915324 0.14 -0.21 -0.15
H -0.223177 0.480880 -2.593278 0.14 0.03 0.20
H -0.996243 -0.647832 0.725165 0.05 -0.14 -0.20
H -1.308805 -3.020999 1.376015 0.01 0.42 -0.13
H -0.590621 -4.841169 -0.106262 -0.06 0.25 0.08
H 0.413863 -4.280371 -2.288910 -0.09 0.21 0.05
H 0.719112 -1.986544 -2.970617 -0.07 0.23 0.28
H 1.006189 1.615125 0.949169 0.12 0.20 -0.29
H -0.108488 3.000027 2.518743 0.14 0.08 -0.22
H -0.573128 5.429580 2.039741 0.05 -0.30 -0.02
H 0.110669 6.329135 -0.138243 0.15 -0.22 -0.05
H 1.303450 4.907926 -1.766460 -0.09 0.11 0.32
C -6.695785 -2.340630 -1.078965 0.15 0.25 0.10
C -5.732668 -2.540084 -2.232168 -0.29 -0.57 0.44
O -5.264466 -1.290609 -2.780442 0.12 0.20 -0.11
S -4.210073 -0.447491 -1.934456 -0.26 0.11 -0.60
C -3.801213 0.722942 -3.187664 0.00 0.00 -0.11
O -3.070115 -1.266938 -1.663746 -0.18 0.00 0.21
O -4.894952 0.239702 -0.882159 0.18 -0.07 0.19
H -6.201232 -1.877274 -0.226019 -0.01 -0.06 0.01
H -7.104279 -3.295004 -0.748467 -0.01 -0.01 -0.09
H -7.516360 -1.685561 -1.372004 -0.04 -0.09 -0.02
H -4.883693 -3.159946 -1.936143 0.12 0.17 -0.04
H -6.241264 -3.056050 -3.045438 0.13 0.24 -0.20
H -3.305512 0.207913 -4.006685 -0.02 -0.02 0.02
H -3.131001 1.455034 -2.740111 0.00 -0.05 0.07
H -4.712547 1.210374 -3.524761 0.00 -0.02 0.03
C 4.843288 -4.852483 4.993437 -0.18 -0.19 -0.11
C 4.866380 -3.517137 4.274395 -0.01 -0.08 0.70
O 4.760937 -3.661075 2.847013 -0.02 0.04 -0.22
S 3.339800 -4.060353 2.234561 0.46 0.14 -0.55
C 3.733948 -3.786862 0.538288 0.11 0.06 -0.04
O 2.369002 -3.098719 2.657933 -0.11 -0.17 0.25
O 3.131411 -5.462935 2.424631 -0.26 0.04 0.19
H 3.881575 -5.349805 4.874463 0.00 0.03 0.01
H 5.019618 -4.713899 6.060880 0.07 0.09 -0.04
H 5.605156 -5.519405 4.588610 0.04 0.05 0.04
H 4.079571 -2.855614 4.642831 -0.08 -0.03 -0.17
H 5.818455 -3.022025 4.460924 0.00 0.05 -0.31
H 3.927750 -2.728962 0.380312 -0.02 -0.01 0.02
H 2.873961 -4.102715 -0.050710 -0.07 0.03 0.11
H 4.602781 -4.387111 0.278894 -0.01 -0.01 0.05
C -9.341081 -3.270166 4.740589 0.27 0.10 -0.05
C -10.334928 -2.897257 3.657296 0.05 -0.66 0.32
O -10.127983 -1.562564 3.158842 0.00 0.19 -0.13
S -8.871093 -1.300578 2.211312 -0.40 0.49 0.14
C -9.308755 0.325946 1.697514 -0.11 0.06 -0.02
O -8.944554 -2.186865 1.090052 0.15 -0.21 0.10
O -7.690531 -1.219672 3.012378 0.14 -0.22 -0.13
H -8.326084 -3.317221 4.348142 -0.02 -0.02 -0.01
H -9.583906 -4.246907 5.160681 -0.12 0.03 -0.02
H -9.345821 -2.526546 5.538083 -0.07 -0.04 0.02
H -10.308903 -3.612580 2.832828 0.07 0.15 -0.10
H -11.343033 -2.915305 4.068851 -0.03 0.29 -0.14
H -10.222531 0.280038 1.110808 0.00 -0.03 0.02
H -8.487414 0.703565 1.090838 0.04 -0.10 0.02
H -9.438549 0.949391 2.578485 0.02 -0.04 0.01

***

Record 3
13
Properties=species:S:1:pos:R:3:forces:R:3 method="wB97M-V/def2-TZVPD" mol_weight_g_mol=98.1 de_lowest_kcal_mol=29.56 multiplicity=1 smiles="[H]/N=C/OCCC#N" charge=0 e_homo_ev=-10.72
H -0.687748 -1.968571 2.250707 0.00 0.03 -0.04
N -0.321691 -1.416489 1.480979 0.13 0.37 0.21
C 0.131746 -0.313270 1.904638 -0.14 -0.28 -0.02
O 0.699376 0.604617 1.105475 -0.02 -0.02 0.07
C 0.797280 0.265898 -0.276281 0.09 -0.07 -0.21
C -0.528382 0.569231 -0.980091 -0.05 0.01 0.05
C -0.425851 0.372476 -2.428424 0.08 -0.12 -0.91
N -0.328690 0.222424 -3.570802 -0.07 0.13 1.09
H 0.133179 0.051308 2.935108 0.00 -0.09 -0.12
H 1.050336 -0.791640 -0.383615 -0.01 0.14 -0.01
H 1.604791 0.884763 -0.671801 -0.13 -0.07 0.03
H -1.307319 -0.088133 -0.581034 0.10 0.09 -0.09
H -0.817027 1.607386 -0.784860 0.03 -0.13 -0.05

***

Record 4
57
Properties=species:S:1:pos:R:3:forces:R:3 method="wB97M-V/def2-TZVPD" mol_weight_g_mol=442.9 multiplicity=1 charge=0 e_homo_ev=-7.95
O -1.432414 -0.930103 1.536927 -0.26 -0.50 0.59
P -0.687157 -0.164957 0.535359 -0.07 1.00 -1.28
C 1.154113 -0.021224 0.850204 -0.63 -0.14 -0.45
N 2.064104 -0.559548 0.140187 0.38 0.53 0.29
C 1.879578 -1.597321 -0.733790 0.02 -0.78 -0.45
C 2.543969 -1.598513 -1.963849 -0.15 0.00 0.22
C 2.469721 -2.693839 -2.800033 -0.09 -0.15 -0.04
C 1.745384 -3.808767 -2.406229 0.00 0.13 0.09
Cl 1.651166 -5.183800 -3.455238 0.00 -0.16 -0.11
C 1.098935 -3.837079 -1.179761 0.04 -0.06 -0.14
C 1.166884 -2.737361 -0.348516 0.23 0.09 -0.12
N 1.494420 0.852394 1.827602 0.18 0.30 0.18
C 0.652777 1.070676 2.984956 -0.17 -0.20 0.61
C 1.073819 0.104003 4.100554 -0.30 0.20 -0.13
O 2.435442 0.258903 4.425951 0.07 0.05 0.18
C 3.258058 0.035873 3.303260 0.10 0.14 -0.32
C 2.900851 0.998003 2.164955 0.37 -0.13 0.14
N -0.974917 -0.771075 -0.994031 0.23 0.24 0.87
C -1.805041 -1.937710 -1.205002 -0.43 -0.21 -0.07
C -2.992617 -1.548033 -2.085633 0.07 -0.20 0.29
O -2.558746 -0.990318 -3.307675 0.01 -0.09 -0.16
C -1.759176 0.146864 -3.096612 0.29 0.23 0.07
C -0.532684 -0.187082 -2.238470 -0.26 0.21 -0.32
N -1.116532 1.465692 0.531257 0.28 -0.91 -0.11
C -0.311247 2.575694 0.057087 0.13 0.38 -0.02
C -1.144972 3.475702 -0.850985 0.28 -0.12 -0.14
O -2.255017 4.028986 -0.172713 -0.05 0.10 -0.02
C -2.757466 3.215679 0.872870 -0.11 -0.17 0.18
C -2.544831 1.734207 0.596694 -0.38 0.10 0.07
H 3.104897 -0.724507 -2.257446 0.10 0.08 0.01
H 2.972881 -2.687769 -3.754402 0.04 -0.03 -0.09
H 0.548720 -4.715320 -0.878837 -0.04 -0.09 0.00
H 0.675933 -2.747112 0.615230 -0.02 -0.07 0.09
H -0.392104 0.904224 2.735048 0.07 0.11 0.17
H 0.795661 2.102351 3.323183 -0.08 -0.04 -0.02
H 0.514834 0.304928 5.015330 -0.04 -0.05 -0.07
H 0.873590 -0.926274 3.769070 -0.02 0.05 0.04
H 3.142499 -0.998091 2.945582 0.04 0.05 0.04
H 4.283868 0.192050 3.639559 -0.02 -0.05 -0.10
H 3.062349 2.029667 2.490785 0.01 -0.04 -0.02
H 3.497268 0.781503 1.280107 0.01 0.10 0.11
H -2.147756 -2.298549 -0.235762 -0.02 -0.09 -0.08
H -1.222895 -2.719679 -1.707891 -0.05 0.03 0.05
H -3.587565 -2.423899 -2.347276 0.00 0.03 0.08
H -3.624335 -0.823841 -1.546634 0.02 -0.07 -0.04
H -1.456904 0.497081 -4.085218 0.01 0.05 0.07
H -2.354764 0.930389 -2.599168 0.07 -0.03 -0.05
H 0.053700 0.710683 -2.042939 0.06 0.04 -0.10
H 0.091734 -0.909425 -2.780634 0.00 0.12 0.08
H 0.568054 2.208116 -0.474856 0.02 0.14 0.00
H 0.039132 3.172902 0.910815 0.09 -0.03 -0.12
H -0.548585 4.320970 -1.205226 0.01 -0.14 0.00
H -1.487142 2.903028 -1.726815 0.06 0.06 0.07
H -2.270184 3.483313 1.822022 -0.08 -0.03 -0.07
H -3.822905 3.445102 0.951505 0.10 -0.09 0.07
H -3.054826 1.468253 -0.340947 0.00 -0.01 0.05
H -2.971564 1.123960 1.396491 -0.10 0.11 -0.05

***

Record 5
10
Properties=species:S:1:pos:R:3:forces:R:3 method="wB97M-V/def2-TZVPD" mol_weight_g_mol=145.5 de_lowest_kcal_mol=40.93 multiplicity=1 smiles="O=[N+]([O-])[C@@](F)(Cl)CF" charge=0 e_homo_ev=-11.15
O 0.867805 1.439546 1.209303 -0.02 0.68 0.97
N 1.228644 0.941828 0.191956 -2.41 -2.13 -1.00
O 2.167964 1.152503 -0.494556 0.96 0.44 -0.31
C 0.223054 -0.283409 -0.387283 1.90 0.50 -0.09
F 0.221171 -0.067310 -1.716786 -0.24 -0.10 0.43
Cl 1.146139 -1.751508 -0.007362 -0.46 0.35 -0.16
C -1.194868 -0.314003 0.144706 -0.34 0.26 -0.13
F -1.242168 -0.849910 1.390253 0.10 -0.15 0.53
H -1.786462 -0.959998 -0.521797 0.26 0.27 -0.02
H -1.631283 0.692257 0.191569 0.24 -0.13 -0.21